This record from the Open Molecules 2025 dataset describes 2 unconnected molecules or ions with the total composition C32H35N3O5 at a distorted geometry. The level of theory is ωB97M-V/def2-TZVPD.

Geometry (Å):
C: -7.273 -1.488 4.645
C: -7.333 -1.521 3.111
C: -6.023 -0.905 2.601
N: -5.220 -0.649 3.788
C: -3.980 -0.033 3.713
C: -3.817 1.335 4.055
C: -2.604 1.963 3.862
C: -1.453 1.244 3.429
C: -0.190 1.893 3.335
C: 1.042 1.274 3.665
C: 1.175 -0.005 4.306
C: 2.406 -0.608 4.452
C: 3.577 0.017 3.948
N: 4.775 -0.662 3.898
C: 5.381 -1.273 5.068
C: 6.543 -2.126 4.542
C: 6.556 -1.979 3.012
C: 5.427 -1.004 2.643
C: 3.476 1.336 3.435
C: 2.257 1.961 3.385
C: -1.627 -0.139 3.118
C: -2.858 -0.751 3.226
C: -5.969 -0.771 5.026
H: -8.126 -0.960 5.075
H: -7.253 -2.503 5.049
H: -7.424 -2.544 2.741
H: -8.179 -0.941 2.737
H: -5.481 -1.561 1.905
H: -6.225 0.041 2.061
H: -4.688 1.885 4.423
H: -2.492 3.023 4.088
H: -0.173 2.968 3.154
H: 0.289 -0.517 4.680
H: 2.499 -1.610 4.880
H: 5.748 -0.487 5.752
H: 4.634 -1.858 5.625
H: 7.479 -1.771 4.979
H: 6.390 -3.165 4.841
H: 7.513 -1.592 2.657
H: 6.372 -2.944 2.533
H: 4.706 -1.474 1.948
H: 5.805 -0.098 2.143
H: 4.384 1.846 3.105
H: 2.196 2.995 3.056
H: -0.766 -0.717 2.787
H: -2.994 -1.807 2.976
H: -6.160 0.224 5.462
H: -5.385 -1.341 5.766
C: -4.401 2.516 -1.215
C: -2.935 2.399 -1.530
O: -2.231 3.007 -0.438
C: -0.883 2.899 -0.629
C: -0.130 3.441 0.474
C: 1.261 3.672 0.432
O: 1.862 4.210 1.392
C: 2.065 3.271 -0.802
C: 1.805 3.802 -2.077
C: 2.589 3.458 -3.173
C: 3.629 2.525 -3.000
N: 4.318 2.017 -4.137
O: 5.187 1.133 -3.957
O: 4.021 2.464 -5.269
C: 3.930 2.013 -1.724
C: 3.167 2.418 -0.633
O: -0.470 2.386 -1.672
H: -4.996 2.073 -2.011
H: -4.643 1.997 -0.283
H: -4.689 3.566 -1.114
H: -2.632 1.349 -1.625
H: -2.697 2.905 -2.476
H: -0.710 3.840 1.296
H: 0.980 4.501 -2.221
H: 2.394 3.865 -4.162
H: 4.744 1.302 -1.614
H: 3.412 2.055 0.369

Forces on atoms 1 to 2 (eV/Å):
C 0.214 -0.056 0.249
C 0.130 0.022 -0.244

LUMO level   -0.093 hartree
Energy   -48453.894 eV
Relative energy (zero: lowest compared OMol25 entry of this formula, charge and spin)   1.396 eV

=====

This record from the Open Molecules 2025 dataset describes a single CH6NPS molecule at a distorted geometry. The level of theory is ωB97M-V/def2-TZVPD.

Geometry (Å):
C: 0.332 -0.319 -1.419
S: 1.426 -0.683 -0.020
P: 0.631 0.662 1.381
N: -0.977 -0.050 1.245
H: -0.616 -0.405 -0.935
H: 0.610 0.684 -1.937
H: 0.699 -1.141 -2.104
H: 0.497 1.730 0.460
H: -1.668 0.549 1.844
H: -0.934 -1.028 1.486

Forces on atoms 1 to 2 (eV/Å):
C 2.645 0.295 -1.429
S 0.975 0.467 0.292

LUMO level   0.036 hartree
Energy   -22747.999 eV
SMILES   CSPN
Relative energy (zero: lowest compared OMol25 entry of this formula, charge and spin)   0.780 eV

=====

This record from the Open Molecules 2025 dataset describes 3 unconnected molecules or ions with the total composition C5H8O at a distorted geometry. The level of theory is ωB97M-V/def2-TZVPD.

Geometry (Å):
C: -1.506 -1.028 -0.622
C: -0.709 0.252 -0.637
C: -0.181 0.886 0.589
C: 0.836 0.340 -0.444
C: 1.700 -0.320 0.428
O: 2.228 -1.231 0.925
H: -1.171 -1.693 0.180
H: -2.565 -0.801 -0.457
H: -1.416 -1.561 -1.575
H: -0.917 0.898 -1.492
H: -0.312 0.173 1.420
H: 0.884 1.628 1.242
H: 1.323 1.154 -0.977
H: 1.806 1.302 1.420

Forces on atoms 1 to 2 (eV/Å):
C 0.014 -0.033 0.041
C -0.145 -0.079 -0.057

LUMO level (alpha / beta)   0.008 / 0.008 hartree
Energy   -7355.736 eV
Relative energy (zero: lowest compared OMol25 entry of this formula, charge and spin)   6.519 eV